(1)
Density functional theory data (ωB97M-V/def2-TZVPD) for a molecular structure, C22H38BrGeNO3PdSi3.

Properties
- HOMO-LUMO gap (spin up / spin down) (Ha) = 0.2635 / 0.2599
- calculated total energy (eV) = -184738.3062
- E_LUMO (spin up / spin down) (eV) = 2.7 / 2.2
- total charge = -1
- multiplicity = 2
- <S²> = 0.755

XYZ file:
```
70
C22H38BrGeNO3PdSi3 (ωB97M-V/def2-TZVPD)
Pd 10.0488 8.7237 7.6999
O 10.5645 7.1567 10.7445
C 10.4179 5.9811 10.0088
C 9.1942 5.9560 9.1289
C 7.9436 6.3632 9.5550
C 6.8556 6.1477 8.7685
C 6.9950 5.5010 7.5603
C 8.2776 5.1446 7.2125
N 9.3650 5.3709 7.9229
H 11.3640 7.6622 10.4545
H 10.3685 5.1768 10.7235
H 11.2746 5.8492 9.3632
H 7.8651 6.7653 10.5309
H 5.8704 6.5404 9.1042
H 6.1395 5.2852 6.9000
H 8.4634 4.7324 6.2436
Br 14.7744 10.7355 10.4634
C 15.3281 9.8327 8.9174
C 16.6274 10.0265 8.5342
C 17.1068 9.4358 7.3605
C 16.2017 8.7330 6.5536
C 14.9196 8.4807 6.9898
C 14.4726 8.9844 8.2363
C 13.0796 8.6669 8.7241
O 12.9493 7.9893 9.7413
O 12.1867 9.1383 7.9555
H 17.3349 10.5869 9.1451
H 18.1382 9.5938 7.1004
H 16.5956 8.4385 5.5805
H 14.1626 8.0419 6.3608
C 11.0995 10.9196 4.7958
Si 10.3184 11.9626 6.1493
C 11.5539 12.4054 7.4941
C 9.9119 13.5977 5.2492
Ge 8.6380 10.5511 7.1053
Si 7.9818 11.3366 9.2284
C 6.3190 10.6695 9.8995
C 7.8677 13.2017 9.5836
C 9.2232 10.6494 10.4691
Si 6.8159 10.8451 5.6065
C 6.3739 12.6789 5.2511
C 5.1819 10.3146 6.3740
C 7.0406 9.9388 3.9846
H 11.9035 11.5283 4.3357
H 10.3390 10.6676 4.0041
H 11.5507 9.9980 5.2050
H 12.5868 12.6063 7.1282
H 11.6251 11.6749 8.2708
H 11.2012 13.3453 7.9500
H 10.8034 14.2108 5.0446
H 9.2317 14.2618 5.8476
H 9.3597 13.4797 4.2841
H 5.5251 11.2010 9.3399
H 6.1967 10.7655 10.9865
H 6.2493 9.5921 9.6456
H 7.0877 13.6805 8.9336
H 8.8060 13.7288 9.3954
H 7.6123 13.4313 10.6201
H 9.9812 11.3582 10.7647
H 9.7661 9.8350 10.0287
H 8.7718 10.2654 11.3880
H 6.2513 13.2393 6.2062
H 5.3563 12.6852 4.7891
H 7.1117 13.1728 4.6856
H 4.9548 10.8560 7.3009
H 5.2909 9.2661 6.6549
H 4.3846 10.5152 5.6972
H 7.8824 10.3630 3.4196
H 6.1402 9.9412 3.3829
H 7.2561 8.9067 4.1588
```

Here are the Löwdin charges for atoms 1 to 5, given in e: 0.394 -0.095 -0.233 -0.273 -0.041


(2)
Density functional theory data (ωB97M-V/def2-TZVPD) for a molecular structure, C22H38CoO3P2S.

Properties
- HOMO-LUMO gap (spin up / spin down) (Ha) = 0.1860 / 0.1387
- calculated total energy (eV) = -96602.7224
- E_LUMO (spin up / spin down) (eV) = -0.2 / -0.7
- multiplicity = 4
- <S²> = 3.775

XYZ file:
```
67
C22H38CoO3P2S (ωB97M-V/def2-TZVPD)
P -0.2916 -2.3911 -3.0929
P 0.1774 1.5894 -3.3654
C -0.6909 -1.0203 -4.2759
C 0.3601 0.0998 -4.3679
H -1.7007 -0.6345 -4.0638
H -0.7492 -1.5202 -5.2554
H 1.4466 -0.2593 -3.9076
H 0.5218 0.3904 -5.4168
C -1.0543 2.6690 -4.1684
H -1.3097 3.5111 -3.5105
H -1.9658 2.1021 -4.3979
H -0.6459 3.0680 -5.1048
C 1.6925 2.5475 -3.8754
H 1.5070 2.9859 -4.8651
H 2.5990 1.9335 -3.9449
H 1.8735 3.3708 -3.1700
C -1.7072 -3.2654 -2.4205
H -1.4946 -3.6437 -1.4093
H -1.9096 -4.1253 -3.0776
H -2.6107 -2.6397 -2.4018
C 0.5458 -3.6088 -4.1547
H 1.3576 -3.1459 -4.7314
H -0.1864 -4.0401 -4.8495
H 0.9640 -4.4081 -3.5286
Co -0.6347 -1.0848 2.4172
C 0.2984 1.8472 -1.5273
C -0.8661 1.0817 -2.0105
C -1.0385 -0.2913 -1.3695
C 0.1931 -1.1523 -1.0177
C 1.0768 -1.7009 -2.2023
C 2.0288 -0.6865 -2.7666
C 2.5192 0.3506 -1.7751
C 1.5988 1.3491 -0.9709
C 0.0781 -2.8224 2.5862
H 0.0859 2.8831 -1.2520
H -1.8318 1.6059 -2.0635
H -1.7987 -0.8512 -1.9354
H -1.5499 -0.0826 -0.4176
H 0.8209 -0.6538 -0.2847
H -0.1909 -2.0158 -0.4455
H 1.6568 -2.5584 -1.8266
H 2.9003 -1.2064 -3.1924
H 3.2915 0.9485 -2.2799
H 3.0637 -0.2050 -0.9974
H 1.4343 1.0110 0.0636
H 2.2260 2.2480 -0.8330
H 1.1412 -2.7649 2.8698
H -0.0588 -3.3412 1.6268
H -0.5170 -3.2830 3.3914
C -0.1700 2.0021 8.9862
C -0.4718 1.5353 7.5926
C -1.3500 0.4634 7.3912
C -1.6610 0.0263 6.1120
C -1.0833 0.6783 5.0116
C -0.1797 1.7296 5.1805
C 0.1052 2.1479 6.4763
S -1.2514 1.1992 2.2588
O -1.4843 0.2468 3.7692
O -2.0298 0.1493 1.4802
O 0.2226 0.9165 2.0753
H -1.0844 2.3233 9.4985
H 0.2714 1.1998 9.5887
H 0.5285 2.8420 8.9677
H -1.7970 -0.0334 8.2526
H -2.3490 -0.8021 5.9482
H 0.3281 2.2082 4.3493
H 0.7999 2.9777 6.6298
```

Here are the Löwdin charges for atoms 1 to 5, given in e: 0.956 0.729 -0.251 -0.276 0.097


(3)
Density functional theory data (ωB97M-V/def2-TZVPD) for a molecular structure, C22H38IrP2.

Properties
- HOMO-LUMO gap (spin up / spin down) (Ha) = 0.2219 / 0.1968
- calculated total energy (eV) = -44823.4112
- E_LUMO (spin up / spin down) (eV) = -4.7 / -9.2
- total charge = +2
- multiplicity = 6
- <S²> = 8.784

XYZ file:
```
63
C22H38IrP2 (ωB97M-V/def2-TZVPD)
P -1.3788 -1.7265 -3.2342
P 1.6832 -1.7611 -2.9349
C -0.3918 -2.1948 -4.7615
C 0.9664 -2.7544 -4.3614
H -0.2864 -1.2878 -5.3768
H -0.9744 -2.9393 -5.3272
H 0.8841 -3.8015 -4.0284
H 1.6736 -2.7093 -5.2054
C 2.4459 -0.4857 -4.0353
H 3.1600 0.1089 -3.4552
H 1.6642 0.1875 -4.4111
H 2.9606 -0.9619 -4.8819
C 3.1153 -2.8987 -2.7270
H 3.6500 -3.0249 -3.6810
H 2.7329 -3.8700 -2.3812
H 3.7881 -2.4914 -1.9613
C -2.7632 -0.9985 -4.2005
H -3.5743 -0.7230 -3.5138
H -3.1219 -1.7184 -4.9524
H -2.3922 -0.0904 -4.6970
C -2.0312 -3.4337 -2.9752
H -1.2371 -4.0725 -2.5671
H -2.3911 -3.8525 -3.9254
H -2.8503 -3.4026 -2.2493
Ir -0.3506 1.0454 1.9844
C 1.1914 -0.2457 1.2760
C 1.2778 0.9997 0.5759
C 0.7633 1.3199 -0.7966
C -0.7461 1.6476 -0.9130
C -1.5755 1.2055 0.2651
C -1.6386 -0.1383 0.7667
C -0.8917 -1.3366 0.2518
C 0.5673 -1.5023 0.7394
C -1.9046 1.4023 3.1634
H 1.9485 -0.4103 2.0542
H 2.1091 1.6578 0.8706
H 1.0417 0.5357 -1.5158
H 1.3166 2.2218 -1.1119
H -0.8499 2.7432 -1.0128
H -1.1441 1.2432 -1.8560
H -2.4553 1.8271 0.4890
H -2.5525 -0.3843 1.3330
H -0.9302 -1.3845 -0.8518
H -1.4557 -2.2184 0.6025
H 0.5632 -2.2516 1.5479
H 1.1917 -1.9445 -0.0537
H -1.7199 0.8611 4.0999
H -2.8667 1.1370 2.7233
H -1.8465 2.4815 3.3733
C 1.0217 1.8510 3.2093
C 0.5669 2.4810 4.4996
C 0.3168 1.6874 5.6217
C -0.0875 2.2892 6.8120
C -0.1741 3.6897 6.8871
C 0.0670 4.4839 5.7532
C 0.4522 3.8730 4.5552
H 1.5388 2.6018 2.5957
H 1.6911 1.0027 3.4200
H 0.4207 0.5972 5.5203
H -0.3268 1.6627 7.6839
H -0.4802 4.1595 7.8241
H -0.0411 5.5684 5.8075
H 0.6603 4.4427 3.6502
```

Here are the Löwdin charges for atoms 1 to 5, given in e: 0.959 0.942 -0.414 -0.418 0.088


Number 1: largest force on an atom 2.13 eV Å⁻¹. Number 2: largest force on an atom 3.80 eV Å⁻¹. Number 3: largest force on an atom 4.59 eV Å⁻¹.